ORCA calculation (ωB97M-V/def2-TZVPD) on a structure of composition C3H4F2.

Structure (XYZ):
```
9
Properties=species:S:1:pos:R:3:mulliken_charge:R:1
C -1.10066 0.13241 1.14742 -0.7397
C -0.56050 0.98058 0.31033 0.4180
C 1.40417 1.25478 0.04104 -0.2965
F -1.05509 1.73312 -0.61235 -0.2221
F 2.15602 0.04769 0.30780 -0.2687
H -2.06912 -0.18504 1.45075 0.3176
H -0.45565 -0.45050 1.87382 0.1859
H 1.26112 1.43420 -0.99514 0.3067
H 1.64761 1.91273 0.82350 0.2988
```

Computed properties:
orbital gap = 11.15 eV
calculated total energy = -316.3164 Eh
energy above the lowest of the compared OMol25 structures with the same formula, charge and spin = 62.4 kcal per mole
charge = 0

=====

ORCA calculation (ωB97M-V/def2-TZVPD) on the ion C4H8N with charge +1.

Structure (XYZ):
```
13
Properties=species:S:1:pos:R:3:mulliken_charge:R:1
C -1.38362 -0.56668 -0.12556 -0.7320
C -0.75579 0.77486 -0.09195 -0.4713
C 0.59319 0.57067 0.65603 -0.0339
C 1.21842 -0.81432 0.06712 -0.1810
N 1.70703 0.34902 -0.24322 -0.0814
H -2.06013 -0.90542 -0.85342 0.3521
H -1.97564 -0.96373 0.75284 0.3184
H -0.27165 -1.23787 -0.08247 0.0716
H -0.64190 1.11494 -1.24591 0.2402
H -1.41445 1.51993 0.35272 0.3374
H 0.90149 0.99219 1.56338 0.4300
H 1.71797 -1.72305 -0.01041 0.5092
H 2.36508 0.88946 -0.73915 0.2407
```

Computed properties:
orbital gap = 10.18 eV
calculated total energy = -211.5289 Eh
energy above the lowest of the compared OMol25 structures with the same formula, charge and spin = 89.2 kcal per mole
charge = +1

=====

ORCA calculation (ωB97M-V/def2-TZVPD) on a structure of composition C18H17N5O5Pt.

Structure (XYZ):
```
46
Properties=species:S:1:pos:R:3:mulliken_charge:R:1
Pt -0.09226 0.15619 -0.31240 1.3505
C 0.86948 1.23589 3.45579 -1.1638
C 0.09146 0.00863 3.13078 -0.0296
N -0.18470 -0.41957 1.91705 -0.4121
C -0.93223 -1.56223 2.04208 0.5343
C -1.10494 -1.83655 3.36481 -0.1470
N -0.45574 -0.83277 4.03570 0.0348
C -1.77292 -2.91912 4.13075 0.4831
O -2.32187 -3.87333 3.42588 -0.5556
O -1.76917 -2.87214 5.34214 -0.6440
C -1.49206 -2.22695 0.82690 1.0659
O -2.10352 -3.29541 0.98121 -0.8141
O -1.31498 -1.62510 -0.27362 -0.8286
H 1.15505 1.71415 2.52175 0.0748
H 1.76809 0.99268 4.02497 0.4522
H 0.27027 1.93498 4.04020 0.2992
H -0.42326 -0.77775 5.04260 0.2202
H -2.25107 -3.69425 2.42211 0.4681
C -0.31412 1.88532 -0.28032 -1.5466
C -0.94646 2.83347 0.62780 1.2425
C -0.65341 4.19389 0.54298 -0.5233
C -1.07279 5.07364 1.52937 -0.4895
C -1.81900 4.61003 2.60402 -0.4065
C -2.18206 3.26915 2.66356 -0.6658
C -1.77281 2.39580 1.67160 -0.1347
H -0.07928 4.55186 -0.30498 0.4360
H -0.81580 6.12277 1.46117 0.3960
H -2.13458 5.29451 3.38114 0.3926
H -2.78053 2.90712 3.49060 0.4402
H -2.04061 1.34705 1.69314 0.4826
C 4.09548 -2.60366 -2.07294 -0.9211
N 3.86836 -1.22023 -1.66634 0.1070
C 4.84420 -0.28628 -1.67756 0.0511
C 4.60700 0.98954 -1.31501 -1.0310
C 3.27237 1.32158 -0.91637 0.7943
N 2.32989 0.40972 -0.88814 -0.2946
C 2.57369 -0.87875 -1.26112 0.3352
O 1.69507 -1.72729 -1.24384 -0.7044
N 2.93084 2.57443 -0.54801 -0.2670
H 5.09078 -2.69657 -2.50048 0.3048
H 3.34549 -2.89362 -2.80416 0.3060
H 3.99295 -3.26822 -1.21688 0.2997
H 5.82317 -0.61942 -1.99514 0.3335
H 5.39103 1.73229 -1.33281 0.3235
H 3.56940 3.33550 -0.67990 0.2300
H 1.93091 2.73036 -0.52818 0.1214
```

Computed properties:
orbital gap = 7.17 eV
calculated total energy = -1465.4165 Eh
energy above the lowest of the compared OMol25 structures with the same formula, charge and spin = 35.5 kcal per mole
charge = 0

=====

ORCA calculation (ωB97M-V/def2-TZVPD) on the molecule C5H10O2.

Structure (XYZ):
```
17
Properties=species:S:1:pos:R:3:mulliken_charge:R:1
C -0.63486 -0.82343 1.80662 -1.5744
C -0.14947 -0.69741 0.37420 0.2934
O -1.24604 -0.22546 -0.39003 -0.4076
C -0.73367 0.20683 -1.63577 -0.4276
C 0.66905 0.77261 -1.34751 -0.5894
C 1.00623 0.28653 0.08129 0.1014
O 1.12859 1.35426 1.00188 -0.5599
H -1.46049 -1.54030 1.83764 0.3533
H -1.03909 0.13059 2.16587 0.4655
H 0.15262 -1.16016 2.48630 0.3316
H 0.16565 -1.68995 0.00509 0.3065
H -1.43316 0.94295 -2.04099 0.2831
H -0.68270 -0.64035 -2.33789 0.2691
H 1.39999 0.41269 -2.07753 0.2642
H 0.69214 1.86554 -1.35749 0.2808
H 1.97348 -0.22642 0.09331 0.3115
H 0.34631 1.38202 1.56201 0.2984
```

Computed properties:
orbital gap = 10.76 eV
calculated total energy = -346.9758 Eh
energy above the lowest of the compared OMol25 structures with the same formula, charge and spin = 31.1 kcal per mole
charge = 0